Below is a cluster of 2 separate species, C4H5N3 in total in a non-equilibrium geometry, with properties calculated with ωB97M-V/def2-TZVPD.

Geometry as ORCA input:
```
! RIJCOSX wB97M-V def2-TZVPD def2/J DEFGRID3
* xyz 0 1
C -1.17905 -1.29536 -1.37224
C -0.22232 -0.37382 -1.57691
C 0.29198 1.56495 2.53537
C 1.30432 0.77625 -0.04597
N -1.22209 -1.47346 0.00356
N -0.42813 -0.70450 0.59216
N 0.30783 0.03299 -0.41401
H -1.79737 -1.88940 -2.02498
H 0.11279 -0.14522 -2.61517
H -0.16444 0.66696 2.50969
H 1.19074 1.35038 3.10651
H 1.80572 1.49022 -0.69799
*
```

Its orbital gap (alpha / beta) is 7.25 / 7.17 eV. For the HOMO energy (alpha / beta), the calculation gives -0.31316 / -0.30994 Eh.

***

Below is a structure of composition C4H5N3 in a non-equilibrium geometry, with properties calculated with ωB97M-V/def2-TZVPD.

Geometry as ORCA input:
```
! RIJCOSX wB97M-V def2-TZVPD def2/J DEFGRID3
* xyz 0 1
N 1.90900 0.21093 0.49039
C 0.85923 -0.59250 0.31768
C 0.05477 -0.40784 -0.88372
N -1.22046 -1.07324 -0.96758
C -2.03891 -0.54547 -0.13114
N -1.58927 0.49526 0.68780
C -0.43755 0.82459 0.29235
H 2.27636 0.94069 -0.12553
H 2.43279 0.04553 1.33114
H 0.61753 -0.54194 -1.85284
H -3.09520 -0.78873 -0.01145
H 0.16717 1.48132 0.90953
*
```

Its orbital gap is 7.88 eV. For the HOMO energy, the calculation gives -0.30220 Eh.

***

Below is an isolated molecule of C4H5N3 in a non-equilibrium geometry, with properties calculated with ωB97M-V/def2-TZVPD.

Geometry as ORCA input:
```
! RIJCOSX wB97M-V def2-TZVPD def2/J DEFGRID3
* xyz 0 1
N -0.96923 1.26504 1.71267
C -0.35081 0.41744 0.59557
N 0.44781 1.30324 0.13484
C 1.08603 0.36370 -0.96550
C 0.81819 -0.95772 -1.25466
C -0.17426 -1.50846 -0.42996
N -0.76969 -0.81158 0.50820
H -1.79370 0.78586 2.04862
H -0.96001 2.26938 1.78640
H 1.82289 0.94622 -1.51570
H 1.31396 -1.51724 -2.03884
H -0.50490 -2.53916 -0.53293
*
```

Its orbital gap is 8.82 eV. As for the structure (SMILES): Nc1ncccn1. For the HOMO energy, the calculation gives -0.32236 Eh.

***

Below is an isolated molecule of C4H5N3 in a non-equilibrium geometry, with properties calculated with ωB97M-V/def2-TZVPD.

Geometry as ORCA input:
```
! RIJCOSX wB97M-V def2-TZVPD def2/J DEFGRID3
* xyz 0 1
N 2.20328 -0.86210 1.48724
C 1.53874 -0.56052 0.58958
C 0.63858 -0.12324 -0.50341
C -0.67647 -0.94677 -0.48391
N -1.56768 -0.19980 0.40849
C -1.05633 0.95950 0.51674
N 0.10992 1.20686 -0.21285
H 1.16829 -0.15879 -1.45871
H -1.11707 -0.99593 -1.48796
H -0.51778 -1.96530 -0.12476
H -1.48456 1.75481 1.12062
H 0.76107 1.89129 0.14894
*
```

Its orbital gap is 10.50 eV. As for the structure (SMILES): N#C[C@H]1CN=CN1. For the HOMO energy, the calculation gives -0.35778 Eh.

***

Below is a cluster of 2 separate species, C4H5N3 in total in a non-equilibrium geometry, with properties calculated with ωB97M-V/def2-TZVPD.

Geometry as ORCA input:
```
! RIJCOSX wB97M-V def2-TZVPD def2/J DEFGRID3
* xyz 0 1
C 1.11734 0.06166 -1.17891
N -0.17360 0.14009 -0.52969
C -0.34107 0.78121 0.55025
C -2.30203 -2.35892 1.24652
N -1.98211 -1.78997 0.27014
C 0.69478 1.50778 1.26507
N 1.51405 2.06325 1.86475
H 1.86600 0.75273 -0.77383
H 0.97496 0.24504 -2.24685
H 1.47684 -0.96723 -1.06956
H -1.52263 -1.19963 -0.42357
H -1.32252 0.76400 1.02569
*
```

Its orbital gap is 10.75 eV. For the HOMO energy, the calculation gives -0.41558 Eh.

***

Below is an isolated molecule of C4H5N3 in a non-equilibrium geometry, with properties calculated with ωB97M-V/def2-TZVPD.

Geometry as ORCA input:
```
! RIJCOSX wB97M-V def2-TZVPD def2/J DEFGRID3
* xyz 0 1
N 1.07988 1.51204 -1.06471
C 0.61496 0.48346 -0.31776
C 0.74820 0.29812 1.04942
N 0.04047 -0.64889 1.72253
C -0.95051 -1.32365 0.98439
C -1.14790 -1.10679 -0.45319
N -0.39730 -0.17644 -0.94328
H 1.34314 2.54786 -0.58983
H 0.82864 1.22367 -2.04627
H 1.62179 0.81776 1.39379
H -1.85022 -1.95570 1.43575
H -1.93115 -1.67143 -1.17083
*
```

Its orbital gap is 9.09 eV. As for the structure (SMILES): Nc1cnccn1. For the HOMO energy, the calculation gives -0.30898 Eh.

***

Below is a cluster of 2 separate species, C4H5N3 in total in a non-equilibrium geometry, with properties calculated with ωB97M-V/def2-TZVPD.

Geometry as ORCA input:
```
! RIJCOSX wB97M-V def2-TZVPD def2/J DEFGRID3
* xyz 0 1
N 0.47840 0.62158 -1.99628
C 0.19198 0.02972 -0.45494
C 0.54293 -1.17686 0.13995
N 0.28078 -1.51592 1.43870
C -0.37375 -0.54458 2.10301
N -0.76161 0.63161 1.63156
C -0.47189 0.89131 0.36828
H 0.32817 -0.01100 -2.78573
H 0.08064 1.52241 -2.34197
H 1.07947 -1.52696 -1.19266
H -0.61923 -0.73480 3.14200
H -0.76533 1.82818 -0.05985
*
```

Its orbital gap is 10.02 eV. For the HOMO energy, the calculation gives -0.35000 Eh.

***

Below is an isolated molecule of C4H5N3O in a non-equilibrium geometry, with properties calculated with ωB97M-V/def2-TZVPD.

Geometry as ORCA input:
```
! RIJCOSX wB97M-V def2-TZVPD def2/J DEFGRID3
* xyz 0 1
C -1.38437 -1.28919 -0.40319
N -2.44405 -0.64155 0.25918
N -2.10081 0.65609 0.43832
N -0.85139 0.74421 0.05658
C -0.41092 -0.40794 -0.50903
C 1.15029 -0.41261 -0.41027
C 1.27135 1.02593 0.40686
O 0.07604 1.82620 0.08090
H -1.60306 -2.31439 -0.47473
H 1.49303 -1.41938 0.18834
H 1.49363 -0.15718 -1.44565
H 2.10024 1.67014 0.29691
H 1.21003 0.71968 1.51577
*
```

Its orbital gap is 10.44 eV. As for the structure (SMILES): c1nnn2c1CCO2. For the HOMO energy, the calculation gives -0.35946 Eh.

***

Below is an isolated molecule of C4H5N3O in a non-equilibrium geometry, with properties calculated with ωB97M-V/def2-TZVPD.

Geometry as ORCA input:
```
! RIJCOSX wB97M-V def2-TZVPD def2/J DEFGRID3
* xyz 0 1
O 3.35793 -1.12735 -0.12232
N 2.08677 -0.51792 -0.08771
C 0.60109 -0.71980 0.01456
C 0.02564 -1.97901 0.06196
N -1.28195 -2.12668 0.17108
N -2.16098 -1.18778 -0.17691
C -1.79316 0.03668 -0.30972
C -0.38445 0.43473 0.05934
H 2.16435 0.45848 0.10755
H 0.65043 -2.81596 0.23337
H -2.55700 0.82722 -0.51022
H -0.23212 1.38387 -0.44901
H -0.08284 0.73986 1.11342
*
```

Its orbital gap (alpha / beta) is 7.34 / 7.98 eV. As for the structure (SMILES): [O-]/[NH+]=C1\C=NN=CC1. For the HOMO energy (alpha / beta), the calculation gives -0.31366 / -0.34407 Eh.

***

Below is an isolated molecule of C4H5N3O in a non-equilibrium geometry, with properties calculated with ωB97M-V/def2-TZVPD.

Geometry as ORCA input:
```
! RIJCOSX wB97M-V def2-TZVPD def2/J DEFGRID3
* xyz 0 1
N 2.56237 -1.20796 -0.13365
C 1.45496 -0.83168 -0.08317
C 0.14457 -0.32340 -0.01946
C -0.75276 -1.35030 0.13934
N -2.09194 -1.05301 0.16015
C -0.15733 1.04785 -0.04976
N 0.89375 1.95231 0.18008
O -1.33840 1.35693 -0.30020
H -0.43408 -2.38618 0.23869
H -2.72164 -1.87793 -0.01560
H -2.23496 -0.09702 -0.24320
H 0.64449 2.82095 0.55060
H 1.76740 1.59052 0.50331
*
```

Its orbital gap is 9.44 eV. As for the structure (SMILES): N#C/C(=C/N)C(N)=O. For the HOMO energy, the calculation gives -0.33271 Eh.

***

Ordered relative energy (zero: lowest compared OMol25 entry of this formula, charge and spin) results: 231.57; 122.51; 61.82; 29.15; 68.71; 65.67; 102.36; 128.57; 168.79; 21.97; unit kcal per mole.
Ordered DFT total energy results: -319.3432; -319.5170; -319.6137; -319.6658; -319.6027; -319.6076; -319.5491; -394.7627; -394.6986; -394.9325; unit Ha.